# 1
The following is a DFT calculation (ωB97M-V/def2-TZVPD) of a single C6H13IOSi molecule at a distorted geometry.

The geometry in XYZ format:
```
22
Properties=species:S:1:pos:R:3:forces:R:3
C 1.836059 1.916431 -1.900953 -1.09 0.18 0.38
C 0.502503 1.822691 -2.042091 0.60 -0.09 3.47
C -2.132161 -0.815941 1.063917 4.36 -1.40 1.50
C 0.061180 -2.109922 -0.483567 1.43 -2.28 4.34
C 1.038097 -0.784945 2.276530 -3.79 0.97 1.49
C -0.453147 1.566635 -0.929964 4.01 -4.82 -0.53
O 0.273440 0.794275 0.429876 -1.64 3.55 -4.58
Si -0.158134 -0.707799 0.798156 -1.31 -2.14 0.51
I -1.268090 3.310890 0.014614 -1.38 3.57 1.98
H 2.508755 2.149456 -2.638967 0.87 0.68 -2.50
H 2.427393 1.838607 -1.034976 -0.26 -0.73 1.65
H -0.044755 2.167452 -2.860941 -0.37 0.14 -1.82
H -2.508134 -1.548496 0.455383 -0.84 -1.91 -1.74
H -2.327296 -1.145107 2.057351 -0.46 0.31 1.00
H -2.516258 0.064234 0.775592 -1.72 3.38 -0.46
H 1.093957 -2.575346 -0.477360 -1.09 0.47 0.03
H -0.697032 -2.935375 -0.342895 0.85 0.73 0.40
H -0.127988 -1.829832 -1.411090 -0.69 1.75 -4.46
H 1.120184 -1.772292 2.711211 -0.47 -0.07 0.80
H 1.993898 -0.589813 1.968485 2.41 0.98 -1.06
H 0.656310 0.121250 2.985217 1.07 -2.50 -1.26
H -1.278784 1.062948 -1.413527 -0.50 -0.79 0.88
```
Positions in Å, forces in eV/Å.

Values from the calculation:
energy above the lowest of the compared OMol25 structures with the same formula, charge and spin: 28.7 kcal/mol
total charge: 0
spin multiplicity: 3
E_LUMO (spin up / spin down): 0.5749 / -3.7422 eV
strongest force on any atom: 6.29 eV/Å
Kohn-Sham gap (spin up / spin down): 6.237 / 5.770 eV

***

# 2
The following is a DFT calculation (ωB97M-V/def2-TZVPD) of a single C6H13N molecule at a distorted geometry.

The geometry in XYZ format:
```
20
Properties=species:S:1:pos:R:3:forces:R:3
C -2.406723 0.623241 -0.742190 0.16 -1.20 -0.76
C -1.284697 0.052150 0.103859 0.30 0.12 0.08
C 0.026720 0.062501 -0.695930 -0.66 -0.39 -1.02
C 1.269342 -0.415954 0.032514 -0.04 -0.24 -2.55
C 1.266635 -1.635958 0.550761 -0.12 -0.15 0.64
C 2.527546 0.251690 -0.497215 0.63 -0.01 2.35
N -1.160318 0.722935 1.405057 0.30 0.73 0.01
H -2.163701 1.652229 -1.001300 -0.66 0.22 0.17
H -2.450459 0.046831 -1.677794 0.49 0.26 -0.13
H -3.402726 0.361459 -0.384763 0.00 0.95 0.68
H -1.540039 -0.992418 0.306821 0.14 -0.03 0.06
H -0.176240 -0.561208 -1.582547 0.24 -0.60 0.33
H 0.205780 0.970927 -1.285589 -0.05 0.64 0.95
H 0.412984 -2.283685 0.390156 -0.29 0.16 0.65
H 2.079790 -2.044661 1.138022 0.30 -0.09 -0.44
H 2.394361 0.582380 -1.519746 0.06 -0.02 -0.07
H 3.348168 -0.451155 -0.375017 0.10 -0.17 -0.57
H 2.878166 1.067625 0.146687 -0.38 0.46 -0.37
H -1.358335 1.718941 1.317750 -0.40 -0.15 -0.19
H -0.174668 0.755692 1.659811 -0.11 -0.50 0.20
```
Positions in Å, forces in eV/Å.

Values from the calculation:
SMILES: C=C(C)C[C@H](C)N
energy above the lowest of the compared OMol25 structures with the same formula, charge and spin: 29.5 kcal/mol
total charge: 0
E_LUMO: 0.8841 eV
strongest force on any atom: 2.57 eV/Å
Kohn-Sham gap: 9.968 eV

***

# 3
The following is a DFT calculation (ωB97M-V/def2-TZVPD) of a molecular structure, C6H13N.

The geometry in XYZ format:
```
20
Properties=species:S:1:pos:R:3:forces:R:3
C -1.192339 1.737491 0.622129 0.02 0.02 -0.04
C -0.689625 0.325304 0.772722 -0.01 0.14 0.18
N -0.744951 -0.558883 -0.395882 0.05 -0.03 -0.09
C -1.262379 -1.914033 -0.301942 -0.06 -0.16 0.00
C 0.501790 -0.288354 0.159807 -0.01 -0.08 0.11
C 1.585979 -1.100124 0.579673 -0.02 -0.25 0.19
C 1.300649 1.158933 -1.164784 -0.02 0.13 -0.11
H -2.255302 1.780181 0.882104 0.14 -0.01 -0.03
H -0.652192 2.414145 1.293425 -0.07 -0.10 -0.09
H -1.075009 2.087029 -0.405171 -0.01 -0.06 0.15
H -0.913047 -0.141826 1.738479 0.04 0.04 -0.15
H -0.876761 -2.497657 -1.143155 -0.07 0.06 0.13
H -0.976522 -2.413246 0.634415 -0.03 0.09 -0.13
H -2.352232 -1.873620 -0.378921 0.15 -0.02 0.01
H 1.713645 0.018049 -0.360798 0.03 0.26 -0.22
H 2.032949 -0.912411 1.549783 -0.08 -0.01 -0.14
H 1.727050 -2.065387 0.103157 -0.03 0.15 0.05
H 0.568304 1.088616 -1.968820 0.09 0.02 0.12
H 2.314728 1.044859 -1.584043 -0.11 -0.06 0.12
H 1.245270 2.110940 -0.632171 0.00 -0.14 -0.06
```
Positions in Å, forces in eV/Å.

Values from the calculation:
energy above the lowest of the compared OMol25 structures with the same formula, charge and spin: 139.8 kcal/mol
total charge: 0
E_LUMO: 1.0289 eV
strongest force on any atom: 0.34 eV/Å
Kohn-Sham gap: 7.996 eV

***

# 4
The following is a DFT calculation (ωB97M-V/def2-TZVPD) of a single C6H13N molecule at a distorted geometry.

The geometry in XYZ format:
```
20
Properties=species:S:1:pos:R:3:forces:R:3
C 1.540008 -0.764394 -0.713418 0.28 -0.61 0.27
C 0.512733 -0.239052 -1.698154 0.40 -0.68 0.43
C -0.381343 0.875316 -1.142879 0.10 -0.77 -0.09
C -2.060378 -0.190222 2.291843 1.60 2.87 -1.59
C -1.108438 0.360240 1.210965 -0.03 -1.18 0.38
C -1.361635 0.402356 -0.091967 0.26 -1.06 -1.08
N 2.299994 0.344148 -0.091420 0.79 -0.61 -0.16
H 2.064446 -1.573966 -1.305048 0.35 0.89 0.85
H 1.090827 -1.297984 0.142081 -0.24 0.18 -0.48
H -0.034547 -1.145448 -2.015054 -0.26 0.52 -0.05
H 1.073431 0.096427 -2.584790 -0.29 0.18 0.15
H -0.890641 1.167026 -2.063425 -0.34 0.89 0.46
H 0.248632 1.639912 -0.684205 -0.08 0.16 -0.55
H -3.033562 -0.015226 1.841706 -0.47 -1.57 0.36
H -2.017020 0.550548 3.084254 0.01 0.01 0.45
H -1.527342 -1.051568 2.638291 -1.04 -1.24 0.29
H -0.065815 0.404106 1.525290 -0.05 1.13 0.07
H -2.161083 -0.214182 -0.545617 -0.42 0.94 0.64
H 2.671519 0.059426 0.811674 -0.24 -0.06 -0.10
H 3.140220 0.592540 -0.610123 -0.32 0.02 -0.25
```
Positions in Å, forces in eV/Å.

Values from the calculation:
SMILES: C/C=C/CCCN
energy above the lowest of the compared OMol25 structures with the same formula, charge and spin: 35.8 kcal/mol
total charge: 0
E_LUMO: 1.0885 eV
strongest force on any atom: 3.65 eV/Å
Kohn-Sham gap: 9.870 eV

***

# 5
The following is a DFT calculation (ωB97M-V/def2-TZVPD) of a single C6H13N molecule.

The geometry in XYZ format:
```
20
Properties=species:S:1:pos:R:3:forces:R:3
C -0.254521 -1.437071 1.915837 -0.43 -0.04 0.05
C -0.281051 -1.018831 0.433529 0.23 -0.12 0.13
C 0.767601 0.093469 0.115254 0.39 -0.45 0.12
C 0.156081 1.348868 -0.449274 -0.06 -0.07 0.23
C -0.409504 2.234024 0.362783 0.00 0.33 -0.08
C 0.119219 1.483517 -1.944735 0.27 0.35 -0.19
N -0.124266 -2.199586 -0.432063 0.00 0.09 0.01
H 0.658880 -1.120515 2.413612 0.07 -0.08 0.05
H -1.108573 -1.012115 2.453351 0.22 0.11 0.00
H -0.359136 -2.520244 2.032982 0.06 0.08 -0.08
H -1.266637 -0.588767 0.247428 -0.01 0.00 -0.15
H 1.365989 0.313762 1.006256 -0.36 0.18 0.07
H 1.522601 -0.335577 -0.558801 -0.27 0.18 -0.16
H -0.402978 2.131080 1.442900 0.06 -0.11 -0.07
H -0.903450 3.117675 -0.027792 0.03 -0.03 -0.01
H 1.033028 1.072310 -2.383549 -0.18 -0.09 -0.04
H 0.064513 2.525201 -2.267819 -0.06 0.02 0.18
H -0.746868 0.988919 -2.382800 0.02 -0.29 0.01
H 0.171565 -3.006062 0.098786 0.06 -0.02 -0.02
H 0.563367 -2.039196 -1.155272 -0.06 -0.04 -0.04
```
Positions in Å, forces in eV/Å.

Values from the calculation:
SMILES: C=C(C)C[C@H](C)N
energy above the lowest of the compared OMol25 structures with the same formula, charge and spin: 17.3 kcal/mol
total charge: 0
E_LUMO: 1.0938 eV
strongest force on any atom: 0.60 eV/Å
Kohn-Sham gap: 10.149 eV

***

# 6
The following is a DFT calculation (ωB97M-V/def2-TZVPD) of a single C6H13N molecule at a distorted geometry.

The geometry in XYZ format:
```
20
Properties=species:S:1:pos:R:3:forces:R:3
C -0.043285 -0.821104 1.472839 1.62 -2.23 -0.56
C -0.526141 -1.203757 0.033775 1.72 3.97 1.10
C -1.093178 0.119709 -0.674411 2.88 -0.86 2.89
C -0.447067 2.511289 -0.883260 0.62 -0.97 0.44
C -0.015928 1.210190 -0.919135 -1.17 -0.07 -1.17
C 1.314838 0.622910 -1.531545 -1.91 0.41 1.50
N 0.501877 -1.998771 2.302944 -0.85 -0.42 -1.85
H 0.765615 -0.129779 1.463538 0.38 1.06 -0.46
H -0.885180 -0.366339 1.897633 -1.12 0.50 1.30
H 0.279583 -1.540293 -0.580407 0.75 -0.37 -0.30
H -1.188510 -1.973305 0.109985 -2.29 -1.97 0.10
H -1.883787 0.604275 -0.151120 -0.88 -0.01 0.56
H -1.432685 -0.247833 -1.584814 -0.71 -0.06 -2.04
H -1.125836 3.008087 -0.137802 -0.01 -1.31 -1.10
H -0.108965 3.173046 -1.651907 1.13 0.77 0.19
H 1.024897 -0.291865 -2.090658 0.72 0.67 0.11
H 1.891814 0.363218 -0.606114 -0.27 -0.15 -0.92
H 1.900787 1.351020 -2.070628 0.02 0.10 -0.42
H 1.428169 -1.873189 2.706950 -0.32 0.73 -0.11
H 0.685519 -2.721064 1.585159 -0.29 0.21 0.74
```
Positions in Å, forces in eV/Å.

Values from the calculation:
SMILES: C=C(C)CCCN
energy above the lowest of the compared OMol25 structures with the same formula, charge and spin: 50.5 kcal/mol
total charge: 0
E_LUMO: 0.9929 eV
strongest force on any atom: 4.46 eV/Å
Kohn-Sham gap: 9.660 eV

***

> Look up the energy above the lowest of the compared OMol25 structures with the same formula, charge and spin of the third one.

139.8 kcal/mol

***

> total charge of number 3 (C6H13N)?

0

***

Please write out number 3 again, unchanged.
The following is a DFT calculation (ωB97M-V/def2-TZVPD) of a molecular structure, C6H13N.

The geometry in XYZ format:
```
20
Properties=species:S:1:pos:R:3:forces:R:3
C -1.192339 1.737491 0.622129 0.02 0.02 -0.04
C -0.689625 0.325304 0.772722 -0.01 0.14 0.18
N -0.744951 -0.558883 -0.395882 0.05 -0.03 -0.09
C -1.262379 -1.914033 -0.301942 -0.06 -0.16 0.00
C 0.501790 -0.288354 0.159807 -0.01 -0.08 0.11
C 1.585979 -1.100124 0.579673 -0.02 -0.25 0.19
C 1.300649 1.158933 -1.164784 -0.02 0.13 -0.11
H -2.255302 1.780181 0.882104 0.14 -0.01 -0.03
H -0.652192 2.414145 1.293425 -0.07 -0.10 -0.09
H -1.075009 2.087029 -0.405171 -0.01 -0.06 0.15
H -0.913047 -0.141826 1.738479 0.04 0.04 -0.15
H -0.876761 -2.497657 -1.143155 -0.07 0.06 0.13
H -0.976522 -2.413246 0.634415 -0.03 0.09 -0.13
H -2.352232 -1.873620 -0.378921 0.15 -0.02 0.01
H 1.713645 0.018049 -0.360798 0.03 0.26 -0.22
H 2.032949 -0.912411 1.549783 -0.08 -0.01 -0.14
H 1.727050 -2.065387 0.103157 -0.03 0.15 0.05
H 0.568304 1.088616 -1.968820 0.09 0.02 0.12
H 2.314728 1.044859 -1.584043 -0.11 -0.06 0.12
H 1.245270 2.110940 -0.632171 0.00 -0.14 -0.06
```
Positions in Å, forces in eV/Å.

Values from the calculation:
energy above the lowest of the compared OMol25 structures with the same formula, charge and spin: 139.8 kcal/mol
total charge: 0
E_LUMO: 1.0289 eV
strongest force on any atom: 0.34 eV/Å
Kohn-Sham gap: 7.996 eV